1.
C15H31N5OsSi as an isolated structure. Source: the OMol25 dataset; level of theory: ωB97M-V with the def2-TZVPD basis set.

Positions of all 53 atoms, in Å:
Os (-0.197, -0.430, 0.380)
N (-0.403, 5.404, 1.010)
C (-0.843, 4.372, -0.020)
C (0.394, 3.669, -0.636)
C (0.237, 2.183, -1.020)
N (0.987, 1.194, -0.130)
C (-1.223, 1.750, -1.134)
C (-2.038, 2.021, 0.127)
N (-1.600, 1.036, 1.188)
C (-1.992, 3.504, 0.554)
H (0.264, 6.073, 0.605)
H (0.037, 5.005, 1.844)
H (-1.202, 5.967, 1.330)
H (-1.272, 5.004, -0.795)
H (1.296, 3.819, -0.034)
H (0.607, 4.187, -1.572)
H (0.715, 2.049, -1.989)
H (1.421, 1.635, 0.683)
H (1.779, 0.834, -0.667)
H (-1.297, 0.674, -1.418)
H (-1.674, 2.272, -1.982)
H (-3.082, 1.783, -0.070)
H (-2.427, 0.541, 1.527)
H (-1.256, 1.511, 2.024)
H (-2.052, 3.585, 1.644)
H (-2.923, 3.948, 0.200)
C (-0.785, -1.561, 3.910)
C (-0.296, -2.453, 2.831)
C (-0.071, -3.825, 3.035)
C (0.392, -4.650, 2.021)
C (0.660, -4.141, 0.740)
C (0.434, -2.799, 0.577)
N (-0.065, -1.987, 1.591)
N (0.614, -1.905, -0.468)
Si (1.257, -2.360, -2.243)
C (2.937, -3.042, -1.912)
C (1.261, -0.693, -3.056)
C (-0.040, -3.511, -2.864)
H (-0.139, -1.649, 4.787)
H (-1.784, -1.874, 4.226)
H (-0.811, -0.518, 3.600)
H (-0.266, -4.236, 4.018)
H (0.563, -5.701, 2.225)
H (1.042, -4.763, -0.057)
H (3.566, -2.384, -1.310)
H (3.428, -3.145, -2.887)
H (2.930, -4.037, -1.465)
H (2.080, -0.049, -2.720)
H (0.300, -0.176, -3.000)
H (1.443, -0.848, -4.125)
H (-0.080, -4.458, -2.325)
H (0.216, -3.754, -3.901)
H (-1.038, -3.069, -2.880)

Values from the calculation:
- LUMO level (alpha / beta): -15.2 / -15.2 eV
- Kohn-Sham gap (alpha / beta): 0.24639 / 0.24629 Ha
- Net charge: +4
- HOMO level (alpha / beta): -21.9 / -21.9 eV
- Relative energy (zero: lowest compared OMol25 entry of this formula, charge and spin): 14.4 kJ/mol

2.
C15H32AlBr3F3LiN4O16P2S2 as an isolated structure at a distorted geometry. Source: the OMol25 dataset; level of theory: ωB97M-V with the def2-TZVPD basis set.

Positions of all 79 atoms, in Å:
C (-1.921, 0.588, 2.834)
C (-2.569, -0.366, 1.838)
Br (-1.397, -0.373, 0.281)
C (-3.972, 0.077, 1.383)
Br (-4.308, -0.641, -0.418)
N (-5.067, -0.498, 2.210)
P (-6.368, 0.712, 2.707)
N (-6.022, 1.145, 4.137)
O (-6.451, 1.876, 1.721)
O (-7.777, 0.018, 2.638)
H (-2.366, 1.551, 2.908)
H (-0.889, 0.673, 2.586)
H (-1.941, 0.166, 3.866)
H (-2.657, -1.330, 2.285)
H (-3.993, 1.127, 1.284)
H (-5.495, -1.250, 1.680)
H (-4.718, -0.929, 3.044)
H (-5.174, 0.685, 4.427)
H (-5.889, 2.552, 2.135)
H (-8.014, -0.224, 3.536)
C (-1.822, 5.009, 2.927)
C (-0.646, 5.610, 3.643)
O (-0.569, 4.810, 4.839)
C (-1.034, 3.622, 4.523)
O (-0.838, 2.648, 5.188)
O (-1.705, 3.618, 3.373)
F (-0.869, 6.898, 3.990)
H (-2.784, 5.424, 3.244)
H (-1.745, 5.088, 1.848)
H (0.286, 5.517, 3.098)
N (4.274, 3.947, 3.078)
S (3.350, 4.251, 1.829)
O (2.079, 4.814, 2.124)
O (3.413, 3.327, 0.756)
F (4.142, 5.489, 1.249)
S (3.747, 2.767, 3.974)
O (4.389, 2.720, 5.230)
O (3.516, 1.521, 3.324)
F (2.270, 3.240, 4.370)
O (-2.008, -0.616, -4.177)
P (-1.630, -1.863, -3.394)
O (-1.463, -1.506, -1.918)
O (-0.322, -2.436, -3.902)
O (-2.755, -2.864, -3.577)
C (6.421, -5.412, -5.430)
C (6.235, -3.994, -4.873)
C (5.167, -3.866, -3.789)
N (3.789, -3.574, -4.252)
C (3.286, -4.600, -5.205)
C (2.869, -3.536, -3.029)
C (2.886, -2.098, -2.586)
C (2.833, -1.357, -3.907)
C (3.692, -2.170, -4.864)
H (5.631, -5.699, -6.118)
H (7.355, -5.471, -5.979)
H (6.459, -6.152, -4.630)
H (6.069, -3.291, -5.687)
H (7.186, -3.709, -4.414)
H (5.419, -3.017, -3.118)
H (5.117, -4.778, -3.191)
H (3.446, -5.584, -4.774)
H (3.809, -4.489, -6.147)
H (2.228, -4.422, -5.363)
H (1.870, -3.824, -3.353)
H (3.231, -4.240, -2.283)
H (3.806, -1.859, -2.036)
H (2.043, -1.863, -1.942)
H (3.181, -0.332, -3.818)
H (1.805, -1.326, -4.271)
H (4.691, -1.756, -4.956)
H (3.246, -2.252, -5.848)
Li (6.566, -3.183, -1.414)
Al (-0.759, -0.280, 5.077)
C (-6.623, 4.607, 3.842)
O (-7.574, 3.811, 3.749)
O (-6.997, 5.970, 4.038)
O (-5.399, 4.358, 3.767)
H (-7.953, 5.828, 4.044)
Br (-9.909, -1.177, 2.052)

Values from the calculation:
- LUMO level: -4.8 eV
- Kohn-Sham gap: 0.03153 Ha
- HOMO level: -5.6 eV

3.
C15H32CoN2O5S as an isolated structure at a distorted geometry. Source: the OMol25 dataset; level of theory: ωB97M-V with the def2-TZVPD basis set.

Positions of all 56 atoms, in Å:
Co (0.246, -0.049, 0.478)
C (-1.159, 1.797, -1.129)
C (0.124, 2.499, -0.772)
O (1.060, 1.468, -0.328)
C (2.253, 1.181, -1.094)
C (3.084, 0.387, -0.115)
O (2.209, -0.613, 0.501)
C (2.446, -1.974, 0.071)
C (1.660, -2.210, -1.205)
O (0.383, -1.562, -0.965)
C (-0.810, -2.351, -1.120)
C (-1.221, -2.644, 0.308)
O (-1.134, -1.403, 1.074)
C (-2.408, -0.719, 1.277)
C (-2.631, 0.205, 0.103)
O (-1.362, 0.888, -0.010)
H (-1.101, 1.219, -2.054)
H (-1.998, 2.492, -1.175)
H (-0.014, 3.167, 0.077)
H (0.564, 3.045, -1.604)
H (2.737, 2.120, -1.367)
H (1.986, 0.622, -1.992)
H (3.456, 1.009, 0.696)
H (3.918, -0.116, -0.601)
H (2.085, -2.616, 0.873)
H (3.518, -2.135, -0.043)
H (1.492, -3.279, -1.341)
H (2.106, -1.803, -2.110)
H (-0.591, -3.267, -1.667)
H (-1.529, -1.772, -1.695)
H (-0.518, -3.333, 0.773)
H (-2.228, -3.046, 0.410)
H (-2.301, -0.151, 2.198)
H (-3.198, -1.458, 1.399)
H (-3.415, 0.937, 0.298)
H (-2.854, -0.325, -0.823)
C (0.053, 3.107, 5.220)
C (-1.115, 2.279, 4.727)
N (-0.814, 0.828, 4.730)
C (-0.187, 0.118, 3.811)
S (0.487, 1.001, 2.431)
N (0.004, -1.181, 3.955)
C (-0.453, -1.984, 5.110)
C (0.472, -1.875, 6.313)
H (-0.206, 4.163, 5.164)
H (0.947, 2.948, 4.615)
H (0.290, 2.877, 6.258)
H (-1.430, 2.552, 3.721)
H (-1.980, 2.387, 5.380)
H (-1.003, 0.355, 5.606)
H (0.642, -1.617, 3.303)
H (-0.518, -3.011, 4.756)
H (-1.479, -1.678, 5.336)
H (1.475, -2.216, 6.065)
H (0.094, -2.501, 7.118)
H (0.549, -0.857, 6.696)

Values from the calculation:
- LUMO level (alpha / beta): -12.0 / -11.1 eV
- Kohn-Sham gap (alpha / beta): 0.25289 / 0.28724 Ha
- Net charge: +3
- HOMO level (alpha / beta): -18.9 / -18.9 eV